1.
# C48H49ClN2O6PRuSi2

A molecular structure, C48H49ClN2O6PRuSi2 (ωB97M-V with the def2-TZVPD basis set, the OMol25 dataset).

XYZ file:
```
110
C48H49ClN2O6PRuSi2 (ωB97M-V with the def2-TZVPD basis set)
Ru 0.4096 -0.7120 -0.0985
Cl 5.5584 -3.1194 6.4694
P -1.1199 -1.4397 -1.7293
Si 1.2697 3.6916 1.0585
Si 2.2503 2.5852 -1.8402
O -1.1070 4.1754 -1.9771
O -0.1979 1.9044 -0.7081
O 1.7733 -0.7253 1.5665
O 2.7035 -1.1337 -1.1845
O 3.4029 0.8250 1.4801
O -0.1258 -2.6494 0.9473
N -1.2418 -1.1902 2.3621
N -1.0940 -0.2167 1.3685
C -0.6716 -5.7650 3.6217
C -3.4308 4.0811 0.8195
C 1.6810 1.4608 -3.2422
C 1.2076 -2.0808 -2.8217
C -1.7482 3.7151 -0.8442
C 4.7740 -2.2736 5.1444
C 2.2478 4.3713 -2.4525
C -1.0980 -5.5029 4.9168
C -1.8196 0.8660 1.6525
C -0.8665 -3.4240 3.0626
C 0.5957 3.0227 2.6719
C -0.5527 -4.7318 2.7019
C -1.4286 3.4474 -3.1578
C -2.8692 -5.0825 -0.9508
C -2.4444 -0.0974 -3.8666
C -3.8709 -3.4859 0.5285
C -0.1951 -2.1884 -3.0725
C 0.5520 5.3983 0.7090
C -3.1076 -2.4789 -0.0383
C -2.8104 4.4835 -0.3720
C 2.1103 -2.6003 -3.8028
C 4.0189 2.0966 -1.4520
C -3.1904 0.4305 -1.6516
C -3.0397 2.9331 1.4529
C 2.9501 -2.0632 3.6232
C -2.3395 -0.2887 -2.4903
C 2.8655 -0.1952 1.9189
C 4.7641 -0.4934 3.5593
C 5.3908 -1.1588 4.6032
C -0.7184 -2.3387 2.0413
C -1.4063 -4.1971 5.2840
C -1.2930 -3.1659 4.3647
C 3.5460 -0.9378 3.0639
C -3.7578 -4.7925 0.0719
C 1.6214 -3.2124 -4.9227
C -1.2944 2.5756 -0.1922
C 1.5922 -1.4370 -1.6379
C -3.4217 0.7403 -4.3902
C 3.5591 -2.7386 4.6712
C -2.1003 -4.0738 -1.5176
C -1.9989 2.0790 0.9576
C 1.1366 2.3694 -0.3042
C -4.2956 1.4112 -3.5466
C -2.2186 -2.7607 -1.0755
C -0.6587 -2.8251 -4.2098
C -4.1648 1.2686 -2.1722
C 0.2287 -3.3498 -5.1484
C 3.1079 3.9724 1.3447
H 5.2065 0.3847 3.1068
H -1.7565 -0.5989 -4.5326
H -4.3407 -5.5825 0.5306
H 1.6249 2.0132 -4.1848
H -0.7252 2.6378 -3.3255
H 0.7080 1.0063 -3.0498
H -1.5251 -2.1441 4.6330
H 1.0991 2.0797 2.8992
H -2.3952 0.7745 2.5724
H -5.0512 2.0713 -3.9564
H 1.2320 4.7447 -2.5826
H -2.4352 3.0318 -3.0939
H -1.7305 -3.9820 6.2961
H 0.8048 3.7323 3.4783
H 6.3417 -0.8233 4.9955
H -0.1398 -3.8480 -6.0357
H 2.3942 0.6445 -3.3639
H -1.7273 -2.9256 -4.3727
H -3.5453 2.6209 2.3604
H -3.1607 -1.4843 0.3804
H -0.2128 -4.9080 1.6898
H 0.4526 5.9250 1.6638
H -0.4263 -6.7789 3.3265
H -4.7923 1.8335 -1.4937
H 3.5826 4.5192 0.5292
H 3.0971 -3.6113 5.1133
H 3.2067 4.5791 2.2515
H -1.3808 -4.3170 -2.2884
H -1.1835 -6.3076 5.6383
H 1.6016 1.5282 0.2414
H -0.4781 2.8324 2.6401
H 2.7563 5.0302 -1.7457
H 3.1761 -2.5036 -3.6357
H 4.0248 1.1687 -0.8781
H -2.7532 -6.1022 -1.2998
H -4.5285 -3.2507 1.3564
H 4.5657 2.8515 -0.8907
H 2.7756 4.4370 -3.4087
H 3.6287 3.0275 1.5016
H -3.0976 5.3732 -0.9155
H 2.0036 -2.3988 3.2200
H 1.2362 5.9727 0.0807
H -1.3814 4.1501 -3.9926
H -0.4249 5.3914 0.2308
H 4.5435 1.9238 -2.3976
H 2.3172 -3.6059 -5.6572
H -3.4909 0.8723 -5.4638
H -4.2347 4.6757 1.2404
H -3.0813 0.3617 -0.5786
```

Output
2S+1: 6
Charge: -2
F_max, eV/A: 0.48
Frontier orbital gap (alpha / beta), eV: 3.918 / 6.076
⟨S²⟩: 8.821

***

2.
# C3H3N2O

A gas-phase ion, C3H3N2O (charge +1) at a distorted geometry (ωB97M-V with the def2-TZVPD basis set, the OMol25 dataset).

XYZ file:
```
9
C3H3N2O (ωB97M-V with the def2-TZVPD basis set)
O -2.8179 0.5892 -0.1893
N 1.1328 1.2344 0.3601
N 0.4565 -0.9428 0.2573
C -1.8473 0.0408 -0.1042
C -0.8455 -0.9341 0.1432
C 1.2641 0.1156 -0.1525
H 2.1206 -0.3195 -0.8938
H 1.7360 2.1095 0.3373
H -1.1992 -1.8930 0.2419
```

Output
2S+1: 1
Charge: +1
F_max, eV/A: 4.32
Frontier orbital gap, eV: 7.408

***

3.
# C36H79N2O2P

4 unconnected molecules or ions with the total composition C36H79N2O2P at a distorted geometry (ωB97M-V with the def2-TZVPD basis set, the OMol25 dataset).

XYZ file:
```
120
C36H79N2O2P (ωB97M-V with the def2-TZVPD basis set)
P -2.1303 2.8240 1.0390
O -1.0542 -0.4666 0.2611
O 1.0235 -1.0715 0.6435
N 0.2447 -1.0067 -3.4808
N 4.2319 -3.1934 1.7058
C -3.4251 2.3334 3.4592
C 4.5522 -2.9862 3.1016
C 5.2334 -4.1676 1.1815
C 1.0539 1.1873 -2.9209
C -5.5240 1.3590 -0.8261
C -3.7190 1.1235 4.3518
C -3.2148 1.9799 -0.1026
C -4.6812 2.0037 0.2413
C -0.9189 7.2128 0.4968
C 2.6569 2.2213 0.5762
C 1.1576 -0.2490 -2.6540
C -1.1271 -0.7985 -3.0369
C -0.7571 -2.4128 1.5320
C 1.9349 3.5367 0.5944
C 2.8843 -3.8089 1.5772
C 0.4633 -4.6412 -2.0703
C 1.1876 -5.6517 2.2371
C -2.3733 6.8274 0.0255
C 2.6625 -5.1340 2.2755
C -7.0206 1.5351 -0.4758
C 5.1272 -4.4185 -0.3414
C -0.4663 2.6539 0.4116
C 0.3535 0.7648 -5.3550
C 0.3183 -0.7141 -4.9552
C 0.5773 3.3966 1.2660
C -2.1728 2.0175 2.6224
C 0.1546 -3.1142 -1.9921
C -4.3127 -0.0367 3.5964
C 4.2902 -1.8868 0.9207
C -2.5917 5.3055 -0.0983
C -2.5312 4.5750 1.2358
C 1.3087 1.4460 -4.4359
C 0.4858 -2.4913 -3.2930
C 5.2416 -3.0819 -1.1385
C -0.2040 -1.2197 0.7751
C 4.2425 -2.1231 -0.5939
H -1.4717 0.1153 -3.4985
H -0.2825 6.7572 -0.2694
H 2.4952 4.2065 1.2460
H -3.5174 5.1171 -0.6319
H 2.1460 -0.6383 -2.8302
H -4.3135 2.5444 2.8289
H -2.8772 0.9441 -0.1816
H -7.2014 1.2896 0.5620
H 0.1426 4.4016 1.4277
H -1.2514 2.3059 3.1245
H 4.4753 -3.9160 3.6547
H 6.2720 -2.7463 -1.0075
H 0.4825 -4.9731 2.7170
H 3.5392 -1.2059 1.3627
H -3.1203 7.2498 0.7042
H -1.8044 -2.2827 1.8362
H 5.2184 -1.3980 1.2421
H 4.5159 -1.1101 -0.9179
H 3.6820 2.2819 0.2255
H -1.1850 -0.7225 -1.9530
H -0.0231 -2.9295 -4.1440
H 2.1327 1.5262 -0.0996
H -0.1643 -5.1891 -2.7768
H -0.8944 -3.0030 -1.7533
H 2.5631 1.8389 1.5814
H 0.3272 -5.0656 -1.0811
H 6.0153 -5.0227 -0.5305
H -0.4815 2.9824 -0.6197
H -4.4870 -0.8368 4.2936
H 1.0108 -5.6304 1.1708
H 1.8291 1.7641 -2.4086
H -0.5974 1.2840 -5.2593
H 0.6006 0.6841 -6.4292
H -2.8350 0.8729 4.9566
H -0.1918 -2.5631 2.4644
H 4.2815 -5.0341 -0.6490
H 2.9948 -5.2120 3.3152
H 3.2300 -5.9179 1.8221
H 6.1917 -3.7634 1.5057
H 2.8233 -4.0435 0.5199
H -0.4977 -1.2968 -5.3520
H 0.7172 -2.6635 -1.1542
H 0.1011 1.5496 -2.5454
H -2.9918 2.3437 -1.1361
H -0.6494 6.6768 1.3987
H -1.8203 4.9338 -0.7711
H -1.7087 -1.6610 -3.3808
H 2.3413 1.0476 -4.5171
H -4.8617 1.5367 1.2152
H 1.7827 4.0403 -0.3558
H 1.5358 -2.6862 -3.5432
H -5.0534 3.0190 0.4488
H 0.6171 2.9120 2.2438
H -2.4521 7.3335 -0.9292
H -3.3322 3.2576 4.0736
H -5.3633 1.8182 -1.8106
H -0.6912 -3.2968 0.8992
H 5.5823 -2.6513 3.1699
H -4.4780 1.4712 5.0695
H 3.8442 -2.3110 3.5456
H 1.2742 -1.1048 -5.3191
H 1.0036 -6.5972 2.7505
H 5.0283 -5.0349 1.8033
H -7.2700 2.5840 -0.6032
H -5.3807 0.2763 -0.8689
H -1.7222 4.9127 1.8939
H -7.7020 0.9826 -1.1354
H 2.1773 -2.9936 1.7754
H -3.6332 -0.3828 2.8115
H -3.4321 4.7103 1.8249
H -0.3531 1.5454 0.3273
H -2.1150 0.9529 2.4056
H 0.9075 -0.4281 -1.6075
H 5.1049 -3.2014 -2.2042
H -0.6936 8.2666 0.5019
H 1.4912 -4.7703 -2.3874
H 3.2036 -2.3186 -0.9114
H -5.2878 0.1362 3.1541
H 1.3457 2.4998 -4.6568
```

Output
2S+1: 1
Charge: +2
F_max, eV/A: 2.42
Frontier orbital gap, eV: 9.429

***

4.
# C28H27BrN2O2SeTeY

A molecular structure, C28H27BrN2O2SeTeY (ωB97M-V with the def2-TZVPD basis set, the OMol25 dataset).

XYZ file:
```
63
C28H27BrN2O2SeTeY (ωB97M-V with the def2-TZVPD basis set)
Te -2.8703 2.0843 -1.4145
Y -0.5950 0.4524 0.0308
Br 6.2349 -1.9891 -0.1831
Se 1.1735 2.3433 -0.8839
O -1.4399 -1.1976 1.3703
O -1.2533 -1.0216 -1.3095
N 1.0847 0.4586 1.8308
N -1.3235 1.7026 2.0910
C -0.5817 2.6716 4.1519
C 1.8576 -0.0274 -2.4314
C -3.6667 -4.3690 -1.4560
C 4.6924 0.0032 1.1282
C 2.3216 -0.1177 1.4804
C -1.8646 2.0150 -3.3029
C -2.2530 4.0687 -0.8853
C -3.2670 -3.7012 -2.6207
C 2.3320 1.1378 -1.8357
C 4.6501 -1.2409 0.5146
C -0.3609 1.9176 3.0087
C -2.0287 -2.0775 -1.3181
C 0.9407 1.2780 2.7902
C -3.2553 -3.8948 -0.2406
C 2.2894 -1.3644 0.8583
C 3.6948 1.4247 -1.8922
C 2.7387 -0.9031 -3.0561
C 4.5673 0.5487 -2.5193
C -2.4086 -3.0633 2.4105
C 3.4567 -1.9323 0.3814
C -2.8455 2.9411 3.4605
C -1.8443 3.1962 4.3807
C 4.0946 -0.6228 -3.0974
C 3.5269 0.5677 1.6095
C -2.4437 -2.7431 -0.1258
C -2.0629 -2.2672 1.1826
C -2.4681 -2.5872 -2.5549
C -2.5355 2.1968 2.3326
H 2.3540 -1.8045 -3.5172
H 0.2254 2.8323 4.8534
H -2.0129 -4.0765 2.3424
H -1.9893 -2.5638 3.2791
H -3.5878 -4.0700 -3.5864
H 4.7779 -1.3051 -3.5847
H -3.8503 3.3127 3.6000
H -2.1941 2.8653 -3.8936
H -3.1264 4.7040 -0.7773
H -2.1418 -2.0762 -3.4512
H 1.3459 -1.8938 0.7644
H -3.4903 -3.1408 2.5261
H 0.7972 -0.2638 -2.4440
H -0.7905 2.0470 -3.1385
H 5.6286 0.5390 1.1987
H 4.0670 2.3320 -1.4345
H -1.6761 4.0476 0.0355
H 3.5427 1.5693 2.0191
H -4.2921 -5.2480 -1.5180
H 5.6240 0.7820 -2.5534
H -1.6179 4.4328 -1.6886
H 1.7487 1.5352 3.4750
H -2.0440 3.7848 5.2655
H -3.5697 -4.4136 0.6540
H -3.2977 1.9893 1.5902
H 3.4403 -2.8961 -0.1073
H -2.1584 1.0906 -3.7942
```

Output
2S+1: 1
Charge: +1
F_max, eV/A: 0.50
Frontier orbital gap, eV: 6.044

***

Q: What is the formula in the first record?
A: C48H49ClN2O6PRuSi2